No. 1
Entry from the OMol25 dataset: a structure of composition C40H47CrN2O8P2S4 at a distorted geometry (ωB97M-V/def2-TZVPD).

Geometry as XYZ:
```
104
Properties=species:S:1:pos:R:3:mulliken_spin:R:1
Cr -0.188 0.279 1.204 3.069
C -4.518 -3.435 -2.266 0.000
C -3.262 -2.592 -2.806 0.000
C -3.788 -1.511 -3.767 0.000
O -2.453 -2.082 -1.765 -0.005
P -2.720 -0.923 -0.760 0.005
O -1.855 -1.033 0.415 -0.012
C -2.383 0.638 -1.598 0.002
P -0.597 0.969 -1.988 0.015
O 0.135 0.972 -0.688 -0.055
O -0.638 2.408 -2.595 -0.004
C -0.613 2.691 -4.060 0.001
C -1.946 2.378 -4.690 0.000
C -0.400 4.168 -4.134 0.000
O -0.018 -0.016 -3.044 -0.002
C 1.411 -0.579 -2.923 0.001
C 2.145 -0.143 -4.148 0.001
C 1.320 -2.112 -2.770 0.004
O -4.284 -0.945 -0.602 -0.002
C -5.179 -0.779 0.717 0.001
C -5.099 0.652 1.182 0.002
C -4.710 -1.828 1.721 -0.001
H -4.977 -3.930 -3.133 0.000
H -5.272 -2.802 -1.850 0.000
H -4.134 -4.183 -1.565 0.000
H -2.492 -3.141 -3.357 0.000
H -4.402 -0.767 -3.273 0.000
H -4.410 -2.024 -4.520 0.000
H -2.928 -0.989 -4.220 0.000
H -2.536 1.344 -0.765 0.003
H -3.070 0.970 -2.343 0.000
H 0.061 2.030 -4.486 0.000
H -2.779 2.928 -4.304 0.000
H -2.199 1.295 -4.701 0.000
H -1.837 2.703 -5.693 0.000
H -1.263 4.816 -3.852 0.000
H -0.195 4.368 -5.201 0.000
H 0.429 4.558 -3.514 0.000
H 1.771 -0.104 -2.033 0.003
H 1.654 -0.425 -5.077 0.000
H 3.124 -0.530 -4.246 0.000
H 2.305 0.930 -4.062 0.000
H 0.739 -2.573 -3.581 0.000
H 0.869 -2.377 -1.799 -0.001
H 2.326 -2.587 -2.761 0.000
H -6.187 -0.937 0.345 0.000
H -4.106 0.897 1.600 -0.002
H -5.971 0.867 1.815 0.000
H -5.233 1.215 0.261 0.000
H -3.698 -1.587 1.982 0.002
H -4.691 -2.860 1.391 0.000
H -5.369 -1.638 2.572 0.000
O -0.825 -0.387 2.899 -0.025
N -1.461 0.415 3.750 0.016
C -1.768 -0.045 5.016 0.003
C -2.578 0.661 5.855 -0.002
C -2.983 1.958 5.442 0.005
C -2.599 2.416 4.197 -0.008
C -1.881 1.644 3.322 0.010
S -1.586 2.129 1.734 -0.017
H -1.554 -1.048 5.216 -0.001
H -2.841 0.358 6.859 0.000
H -3.589 2.561 6.137 0.000
H -2.730 3.412 3.782 0.000
N 4.892 -8.237 2.184 0.004
C 4.325 -7.265 1.899 -0.002
C 3.569 -6.069 1.650 0.012
C 2.252 -6.166 1.203 -0.005
C 1.506 -5.006 0.974 0.014
C 2.136 -3.747 1.205 -0.025
C 3.531 -3.667 1.506 0.009
C 4.238 -4.831 1.749 -0.007
C 1.485 -2.498 1.059 0.063
C 0.807 -1.497 0.988 -0.114
H 1.912 -7.173 1.135 0.000
H 0.456 -5.016 0.685 0.000
H 3.959 -2.706 1.552 0.004
H 5.266 -4.816 2.042 0.000
O 1.177 1.269 2.032 0.026
C 2.406 1.808 1.701 0.000
C 2.348 2.762 0.514 0.003
C 3.282 3.072 -0.401 0.003
C 2.957 4.194 -1.241 0.000
C 1.746 4.767 -0.891 0.001
S 1.028 3.869 0.333 0.001
C 3.478 0.709 1.377 0.000
C 3.741 0.134 0.158 0.006
C 4.926 -0.645 0.114 -0.001
C 5.494 -0.786 1.356 -0.001
S 4.618 0.083 2.510 0.000
C 2.934 2.656 2.895 0.007
C 3.758 3.749 2.832 0.001
C 4.098 4.231 4.097 0.000
C 3.420 3.584 5.127 0.000
S 2.423 2.368 4.521 0.001
H 4.293 2.698 -0.421 0.000
H 3.615 4.571 -1.989 0.000
H 1.216 5.601 -1.347 0.000
H 3.184 0.498 -0.674 0.000
H 5.214 -1.136 -0.767 0.000
H 6.425 -1.203 1.654 0.000
H 4.100 4.228 1.937 0.000
H 4.799 5.063 4.111 0.000
H 3.488 3.831 6.156 0.000
```

Calculated values
Energy above the lowest of the compared OMol25 structures with the same formula, charge and spin (kJ/mol): 53.95
M (g mol⁻¹): 926.0
2S+1: 4
Orbital gap (spin up / spin down) (eV): 7.749 / 7.859
LUMO (spin up / spin down) (eV): 0.2703 / 0.2690
HOMO level (spin up / spin down) (Ha): -0.2748 / -0.2789

=====

No. 2
Entry from the OMol25 dataset: a structure of composition C40H48FeN7O3S at a distorted geometry (ωB97M-V/def2-TZVPD).

Geometry as XYZ:
```
100
Properties=species:S:1:pos:R:3:mulliken_spin:R:1
Fe 0.028 -0.151 2.048 3.454
O 1.345 -0.379 5.989 0.006
C 1.171 -0.403 4.768 -0.002
O 0.394 0.337 4.096 0.000
C 2.007 -1.396 3.960 0.026
C 2.996 -2.161 4.600 0.004
C 3.787 -3.004 3.872 -0.001
C 3.597 -3.093 2.476 -0.002
C 4.368 -3.919 1.635 0.000
C 4.113 -3.987 0.289 0.000
C 3.079 -3.217 -0.268 -0.002
C 2.326 -2.386 0.521 -0.028
C 2.562 -2.304 1.911 -0.006
N 1.788 -1.476 2.658 -0.049
H 3.104 -2.050 5.670 0.000
H 4.557 -3.600 4.348 0.000
H 5.172 -4.501 2.072 0.000
H 4.709 -4.635 -0.341 0.000
H 2.880 -3.280 -1.330 0.000
H 1.536 -1.770 0.101 0.021
C -0.631 -4.087 2.458 0.035
C -2.028 -3.556 2.558 0.024
C -3.100 -4.422 2.682 -0.044
C -4.409 -3.968 2.808 0.082
C -4.635 -2.595 2.872 -0.033
C -3.598 -1.688 2.771 0.042
C -3.819 -0.213 2.943 0.057
C -2.239 -2.128 2.544 0.003
N -1.303 -1.230 2.300 0.372
H -0.625 -5.147 2.190 0.001
H -0.112 -3.967 3.414 0.001
H -0.070 -3.521 1.715 -0.009
H -2.909 -5.493 2.685 -0.003
H -5.231 -4.670 2.890 0.009
H -5.649 -2.231 3.020 -0.003
H -4.856 0.008 3.208 0.001
H -3.550 0.336 2.034 -0.012
H -3.154 0.153 3.730 -0.002
C -1.754 2.528 -3.272 -0.002
C -3.172 2.148 -2.859 0.003
C -3.533 2.613 -1.447 -0.002
C -2.790 1.889 -0.317 0.000
N -3.025 0.459 -0.328 0.018
C -2.094 -0.501 -0.538 -0.049
S -0.494 -0.140 -0.917 0.035
N -2.558 -1.761 -0.523 0.005
C -1.722 -2.952 -0.550 0.014
C -2.285 -4.028 -1.482 0.001
C -1.755 -3.963 -2.914 0.000
C -2.141 -2.677 -3.640 -0.002
H -1.566 2.240 -4.308 0.000
H -1.024 2.015 -2.647 0.004
H -1.598 3.606 -3.185 0.000
H -3.290 1.064 -2.929 0.001
H -3.881 2.602 -3.556 0.000
H -4.608 2.473 -1.292 0.000
H -3.320 3.683 -1.367 0.000
H -3.126 2.292 0.644 -0.003
H -1.716 2.043 -0.401 0.006
H -3.939 0.160 -0.027 0.006
H -3.477 -1.906 -0.128 -0.001
H -1.645 -3.346 0.465 -0.006
H -0.731 -2.644 -0.875 0.000
H -3.377 -3.955 -1.493 0.000
H -2.031 -5.004 -1.062 0.000
H -2.152 -4.819 -3.469 0.000
H -0.666 -4.062 -2.901 0.000
H -3.225 -2.551 -3.639 0.000
H -1.804 -2.703 -4.678 0.000
H -1.690 -1.807 -3.160 0.005
C 2.963 2.489 -5.238 0.000
C 2.858 3.410 -4.051 0.000
C 3.711 4.490 -3.873 0.000
C 3.584 5.325 -2.775 0.001
C 2.578 5.119 -1.832 0.000
N 2.487 6.047 -0.779 0.000
C 1.621 6.174 0.287 0.000
O 1.323 7.283 0.696 0.000
N 1.103 5.043 0.869 0.000
C 1.673 3.759 0.986 -0.015
C 3.036 3.520 0.806 0.003
C 3.461 2.205 0.884 0.005
C 2.560 1.199 1.156 0.022
N 1.262 1.431 1.401 0.002
C 0.848 2.695 1.305 0.001
C 1.698 4.054 -2.023 0.000
C 1.860 3.205 -3.103 -0.001
H 3.809 2.751 -5.873 0.000
H 2.052 2.541 -5.836 0.000
H 3.081 1.456 -4.908 0.000
H 4.486 4.692 -4.602 0.000
H 4.265 6.159 -2.648 0.000
H 2.950 6.922 -0.965 0.000
H 0.365 5.257 1.522 0.001
H 3.727 4.331 0.633 0.000
H 4.503 1.958 0.737 0.000
H 2.870 0.168 1.189 0.005
H -0.208 2.867 1.486 0.002
H 0.878 3.888 -1.342 0.000
H 1.186 2.364 -3.214 0.000
```

Calculated values
Charge: -1
Energy above the lowest of the compared OMol25 structures with the same formula, charge and spin (kJ/mol): 32.52
M (g mol⁻¹): 762.8
2S+1: 5
Orbital gap (spin up / spin down) (eV): 4.418 / 4.818
LUMO (spin up / spin down) (eV): 2.0742 / 2.0639
HOMO level (spin up / spin down) (Ha): -0.0861 / -0.1012

=====

How do the records compare in E? In the order shown, they have -151944.806 -104059.019 eV.